Molecular formula: C6H13N
Method: DFT, wB97M-V/def2-TZVPD

Properties
Energy relative to the best compared isomer or geometry (same formula, charge and spin), eV: 1.363
HOMO, eV: -8.4
SMILES: C=CCCCNC
HOMO-LUMO gap, eV: 9.6

Last column: natural (NBO) charge in e.
Atoms and positions in Å:
C  -0.26  -0.03  0.01  -0.42
C  -0.48  0.94  1.17  -0.45
C  -0.09  0.36  2.50  -0.16
C  -0.91  -0.19  3.36  -0.40
C  0.54  0.53  -1.18  -0.20
N  0.21  -0.02  -2.47  -0.63
C  0.86  -1.26  -2.87  -0.42
H  0.25  -0.93  0.35  0.20
H  -1.21  -0.45  -0.33  0.20
H  -1.50  1.31  1.21  0.21
H  0.04  1.88  1.00  0.21
H  0.98  0.41  2.71  0.19
H  -0.58  -0.69  4.27  0.20
H  -1.99  -0.13  3.31  0.19
H  1.61  0.44  -0.96  0.19
H  0.33  1.60  -1.23  0.18
H  -0.79  -0.10  -2.58  0.36
H  1.64  -1.66  -2.24  0.19
H  0.14  -2.07  -3.05  0.18
H  1.27  -1.14  -3.88  0.19